1.
DFT (ωB97M-V/def2-TZVPD) results for a molecular structure, C36H25B4F15O42Y at a distorted geometry.

XYZ file:
```
123
Properties=species:S:1:pos:R:3
Y 0.37 -0.44 0.41
O -3.38 7.21 -0.87
C -3.26 6.01 -0.48
O -2.24 5.37 0.00
B -2.65 4.06 0.60
O -4.00 3.77 -0.04
C -4.44 4.94 -0.56
O -5.52 5.19 -1.05
O -2.73 4.13 2.10
C -2.30 2.99 2.60
O -2.30 2.56 3.77
C -1.65 2.18 1.41
O -1.80 2.91 0.30
O -1.07 1.08 1.45
O -0.25 0.60 -1.65
C -0.37 1.58 -2.41
O -0.08 2.83 -2.15
B -0.41 3.65 -3.37
O -0.97 2.71 -4.34
C -0.94 1.51 -3.86
O -1.24 0.49 -4.49
O -1.30 4.77 -3.08
C -0.76 5.91 -3.37
O -1.23 7.08 -3.36
C 0.64 5.65 -3.88
O 0.85 4.29 -3.91
O 1.43 6.55 -4.22
O 1.45 1.59 0.42
C 1.93 2.77 0.39
O 1.57 3.74 1.21
B 2.13 5.00 0.66
O 2.91 4.65 -0.56
C 2.80 3.35 -0.75
O 3.21 2.72 -1.74
O 2.81 5.88 1.63
C 2.24 7.09 1.55
O 2.61 8.08 2.24
C 1.00 7.01 0.61
O 0.97 5.80 0.20
O 0.17 7.90 0.29
O 2.10 -8.28 3.54
C 2.67 -7.23 3.24
O 2.42 -6.48 2.20
B 3.21 -5.23 2.27
O 4.20 -5.51 3.35
C 3.86 -6.60 3.98
O 4.42 -7.10 4.95
O 2.33 -4.02 2.52
C 2.27 -3.32 1.48
O 1.60 -2.23 1.33
C 3.20 -3.98 0.35
O 3.81 -4.97 0.95
O 3.15 -3.63 -0.84
C -5.28 1.16 -2.03
C -3.97 0.54 -1.62
O -4.07 -0.80 -1.16
C -3.09 -1.47 -0.56
O -1.98 -0.96 -0.21
C -3.51 -2.93 -0.24
F -2.50 -3.80 -0.36
F -4.00 -3.16 1.04
F -4.39 -3.40 -1.12
H -5.89 1.29 -1.14
H -5.83 0.42 -2.62
H -5.17 2.10 -2.57
H -3.54 1.20 -0.87
H -3.42 0.69 -2.55
C -1.10 -2.97 -5.17
C -0.83 -2.58 -3.74
O -0.37 -3.74 -3.12
C -0.03 -3.71 -1.82
O 0.09 -2.67 -1.11
C 0.11 -5.10 -1.19
F 1.39 -5.48 -1.44
F 0.00 -5.09 0.18
F -0.83 -5.93 -1.71
H -2.01 -3.55 -5.32
H -0.32 -3.53 -5.70
H -1.29 -2.09 -5.79
H -1.76 -2.28 -3.27
H -0.13 -1.74 -3.66
C 2.03 -0.56 -5.47
C 2.67 0.51 -4.54
O 2.35 0.21 -3.16
C 2.91 -0.49 -2.29
O 2.31 -0.67 -1.25
C 4.34 -1.12 -2.67
F 4.29 -2.05 -3.61
F 5.23 -0.17 -3.05
F 4.83 -1.67 -1.51
H 2.36 -1.55 -5.15
H 2.09 -0.41 -6.55
H 0.96 -0.56 -5.28
H 2.14 1.46 -4.65
H 3.69 0.66 -4.86
C -1.00 -5.60 3.64
C -0.93 -4.28 2.89
O -1.60 -3.33 3.59
C -1.65 -2.03 3.18
O -0.97 -1.66 2.22
C -2.84 -1.24 3.68
F -3.54 -0.74 2.65
F -3.67 -2.06 4.32
F -2.49 -0.21 4.49
H -0.54 -6.43 3.11
H -2.00 -5.91 3.93
H -0.40 -5.58 4.54
H -1.49 -4.47 1.98
H 0.12 -4.02 2.72
C 1.16 3.42 5.45
C 1.31 2.44 4.27
O 1.39 1.11 4.79
C 1.51 0.04 3.99
O 1.15 0.04 2.76
C 1.98 -1.25 4.68
F 2.18 -1.09 5.92
F 1.14 -2.27 4.47
F 3.17 -1.63 4.09
H 1.89 3.28 6.25
H 0.17 3.24 5.87
H 1.33 4.42 5.06
H 2.22 2.68 3.72
H 0.46 2.54 3.60
```

Computed properties:
Total charge = -1
Highest occupied orbital energy = -7.4 eV
Multiplicity = 1
Lowest unoccupied orbital energy = 0.0281 eV
Kohn-Sham gap = 7.5 eV

***

2.
DFT (ωB97M-V/def2-TZVPD) results for 6 unconnected molecules or ions with the total composition C36H25ClFNO22S at a distorted geometry.

XYZ file:
```
87
Properties=species:S:1:pos:R:3
O 0.02 4.32 6.18
S 0.12 2.97 6.99
O 1.67 2.69 7.09
F -0.53 3.21 8.56
N -0.69 1.67 6.10
Cl 0.12 0.15 6.36
C -0.52 2.11 4.63
C -1.84 2.82 3.90
C -1.60 3.32 2.34
C -0.12 3.08 1.60
C 1.17 2.37 2.36
C 0.94 1.90 3.92
H -2.86 2.94 4.49
H -2.51 3.85 1.82
H 0.04 3.45 0.49
H 2.23 2.20 1.87
H 1.85 1.42 4.48
O -3.90 -4.92 10.65
C -3.11 -4.20 10.05
C -3.12 -2.73 10.18
C -2.26 -1.98 9.50
O -2.26 -0.60 9.63
C -1.26 -2.59 8.58
O -0.49 -1.87 7.95
C -1.23 -4.05 8.46
C -2.09 -4.81 9.15
O -2.07 -6.19 9.04
H -3.85 -2.31 10.86
H -1.54 -0.29 9.03
H -0.49 -4.48 7.80
H -2.79 -6.51 9.63
O -1.77 -2.65 -2.47
C -1.87 -1.54 -1.96
C -3.13 -0.79 -1.95
C -3.20 0.43 -1.41
O -4.39 1.13 -1.39
C -2.01 1.07 -0.80
O -2.10 2.20 -0.32
C -0.75 0.31 -0.79
C -0.68 -0.91 -1.33
O 0.50 -1.62 -1.32
H -4.00 -1.27 -2.40
H -4.18 1.98 -0.94
H 0.11 0.79 -0.33
H 0.30 -2.47 -1.77
O -2.63 3.45 -7.56
C -2.01 2.69 -6.82
C -2.46 1.31 -6.56
C -1.78 0.52 -5.73
O -2.19 -0.78 -5.48
C -0.54 0.99 -5.04
O 0.05 0.25 -4.28
C -0.08 2.36 -5.32
C -0.77 3.16 -6.15
O -0.34 4.44 -6.42
H -3.36 0.98 -7.06
H -1.53 -1.15 -4.85
H 0.82 2.69 -4.83
H -1.00 4.81 -7.05
O -0.17 -4.68 -2.05
C 0.49 -5.19 -2.95
C 1.61 -6.10 -2.67
C 2.33 -6.63 -3.66
O 3.38 -7.49 -3.41
C 2.02 -6.31 -5.08
O 2.71 -6.80 -5.98
C 0.89 -5.42 -5.36
C 0.17 -4.89 -4.37
O -0.90 -4.06 -4.62
H 1.82 -6.32 -1.63
H 3.73 -7.74 -4.29
H 0.67 -5.21 -6.40
H -1.25 -3.81 -3.74
O 2.52 2.93 -4.53
C 3.36 3.58 -3.93
C 4.41 2.95 -3.11
C 5.30 3.69 -2.45
O 6.29 3.10 -1.68
C 5.26 5.18 -2.51
O 6.08 5.83 -1.87
C 4.23 5.81 -3.34
C 3.34 5.07 -4.01
O 2.37 5.66 -4.80
H 4.42 1.87 -3.07
H 6.80 3.85 -1.30
H 4.23 6.89 -3.39
H 1.85 4.91 -5.17
```

Computed properties:
Total charge = 0
Highest occupied orbital energy = -8.9 eV
Multiplicity = 1
Lowest unoccupied orbital energy = -2.0200 eV
Kohn-Sham gap = 6.9 eV